1.
{
  "formula": "C58H152N12O17",
  "method": "the ωB97M-V functional and the def2-TZVPD basis",
  "symbols": ["C", "O", "C", "C", "C", "N", "H", "H", "H", "H", "H", "H", "H", "H", "H", "H", "H", "C", "O", "C", "C", "C", "N", "H", "H", "H", "H", "H", "H", "H", "H", "H", "H", "H", "C", "O", "C", "C", "C", "N", "H", "H", "H", "H", "H", "H", "H", "H", "H", "H", "H", "C", "O", "C", "C", "C", "N", "H", "H", "H", "H", "H", "H", "H", "H", "H", "H", "H", "C", "O", "C", "C", "C", "N", "H", "H", "H", "H", "H", "H", "H", "H", "H", "H", "H", "C", "O", "C", "C", "C", "N", "H", "H", "H", "H", "H", "H", "H", "H", "H", "H", "H", "C", "O", "C", "C", "C", "N", "H", "H", "H", "H", "H", "H", "H", "H", "H", "H", "H", "C", "O", "C", "C", "N", "C", "C", "O", "C", "H", "H", "H", "H", "H", "H", "H", "H", "H", "H", "H", "H", "H", "H", "H", "C", "O", "C", "C", "N", "C", "C", "O", "C", "H", "H", "H", "H", "H", "H", "H", "H", "H", "H", "H", "H", "H", "H", "H", "C", "O", "C", "C", "N", "C", "C", "O", "C", "H", "H", "H", "H", "H", "H", "H", "H", "H", "H", "H", "H", "H", "H", "H", "C", "O", "C", "C", "N", "C", "C", "O", "C", "H", "H", "H", "H", "H", "H", "H", "H", "H", "H", "H", "H", "H", "H", "H", "C", "O", "C", "C", "N", "C", "C", "O", "C", "H", "H", "H", "H", "H", "H", "H", "H", "H", "H", "H", "H", "H", "H", "H"],
  "coordinates": [[0.23050, -1.41773, -3.66243], [1.56376, -1.03428, -3.53716], [2.23874, -1.69817, -2.49250], [3.73979, -1.41120, -2.55912], [4.53098, -2.14398, -1.37928], [4.11694, -0.04109, -2.37924], [-0.21804, -0.80905, -4.44756], [-0.36380, -1.11271, -2.80111], [0.12002, -2.49852, -3.75060], [1.91311, -1.29283, -1.53450], [2.05458, -2.77221, -2.46720], [4.13120, -1.74678, -3.51947], [4.23594, -1.89453, -0.36005], [5.56333, -1.79436, -1.36878], [4.50854, -3.22999, -1.46963], [4.26461, 0.02139, -1.38205], [3.30855, 0.55153, -2.50334], [2.42931, 6.36564, 6.77951], [1.62701, 5.20927, 7.19319], [2.41403, 3.99261, 7.25197], [2.74453, 3.34924, 5.92318], [1.52205, 2.65208, 5.37028], [3.78958, 2.30492, 5.93125], [3.25567, 6.40908, 7.48897], [1.80584, 7.25094, 6.90449], [2.79860, 6.29408, 5.75646], [3.39103, 4.12684, 7.71625], [1.91136, 3.32710, 7.95377], [2.98484, 4.02989, 5.10644], [1.71718, 2.25509, 4.37407], [0.80192, 3.43011, 5.11691], [1.13683, 1.95360, 6.11313], [3.51697, 1.54893, 6.54303], [3.65330, 1.83771, 5.04624], [-1.36132, -1.79782, 5.22291], [-0.03904, -1.19365, 5.25271], [1.04855, -2.04612, 5.51507], [2.44307, -1.28585, 5.71753], [3.59213, -2.28473, 5.87991], [2.34370, -0.40527, 6.84320], [-1.76637, -2.27952, 6.11285], [-1.22809, -2.63549, 4.53834], [-2.12057, -1.12262, 4.82825], [0.89583, -2.62801, 6.42402], [1.16229, -2.79984, 4.73592], [2.67687, -0.77083, 4.78576], [4.45044, -1.62376, 5.75942], [3.61718, -2.91715, 4.99249], [3.65901, -2.79791, 6.83922], [2.27686, -0.89485, 7.72408], [1.40895, -0.03048, 6.76651], [6.53627, -2.24097, 3.31835], [6.26789, -0.94081, 2.93272], [5.04997, -0.80299, 2.20439], [4.99733, 0.60239, 1.54982], [4.71167, 1.85432, 2.43840], [4.00558, 0.72476, 0.53187], [5.75485, -2.59110, 3.99281], [7.38632, -2.23708, 4.00063], [6.65971, -2.97956, 2.52630], [5.01422, -1.60712, 1.46941], [4.17063, -0.89745, 2.84153], [5.97748, 0.78130, 1.10778], [5.29694, 1.92649, 3.35511], [3.70273, 1.81017, 2.84852], [4.86632, 2.81783, 1.95277], [3.15238, 0.29022, 0.85331], [3.76695, 1.70018, 0.42370], [2.91291, 4.42653, 0.77072], [3.84870, 3.72291, -0.00723], [4.99898, 4.38526, -0.54993], [5.88584, 3.47840, -1.45676], [7.14297, 4.23987, -1.96165], [5.12491, 3.07172, -2.68107], [2.05087, 3.82522, 1.05953], [2.53686, 5.23681, 0.14610], [3.42808, 4.87863, 1.61825], [4.74598, 5.33288, -1.02544], [5.62912, 4.73283, 0.26874], [6.17131, 2.53130, -0.99893], [7.96304, 3.70612, -2.44195], [7.64678, 4.57324, -1.05438], [6.89325, 5.05378, -2.64230], [5.58301, 2.27857, -3.10669], [4.27765, 2.67306, -2.30248], [1.45631, -1.81917, 1.19907], [1.67437, -0.40280, 1.14844], [1.09279, 0.42338, 2.20918], [-0.44869, 0.31679, 2.44887], [-0.99032, 0.76030, 1.10901], [-0.96196, 1.14520, 3.52515], [1.71054, -2.07969, 2.22649], [2.12019, -2.35173, 0.51808], [0.41442, -2.02866, 0.95687], [1.44150, 0.21505, 3.22067], [1.39346, 1.45049, 2.00242], [-0.69358, -0.69677, 2.76641], [-0.60064, 1.74450, 0.84899], [-2.07711, 0.70232, 1.04878], [-0.66793, 0.04211, 0.35511], [-0.61591, 0.69310, 4.35939], [-1.96990, 1.16302, 3.58701], [4.11633, -5.98862, -4.40982], [3.38126, -5.70816, -3.24523], [2.13977, -6.40613, -3.17867], [1.32420, -5.86706, -1.98239], [2.09621, -5.67324, -0.70579], [0.21091, -6.83136, -1.64358], [3.56005, -5.79528, -5.32703], [4.51086, -7.00353, -4.45888], [4.93216, -5.26626, -4.43666], [1.54710, -6.38215, -4.09314], [2.43766, -7.43435, -2.97343], [0.76061, -4.95764, -2.19078], [2.96691, -5.03740, -0.86608], [2.48000, -6.58921, -0.25657], [1.55789, -5.12217, 0.06533], [0.68014, -7.65380, -1.99504], [0.04938, -7.04026, -0.66871], [-3.08151, -1.02685, -1.36062], [-3.91576, -1.93573, -2.08035], [-5.15675, -2.20656, -1.42944], [-6.26000, -2.60247, -2.53230], [-7.58698, -2.07774, -2.06155], [-8.60128, -2.21512, -3.10437], [-9.03812, -3.68104, -3.34232], [-8.17936, -4.19687, -4.33136], [-8.41368, -5.57799, -4.57504], [-2.20153, -0.70510, -1.91757], [-2.76236, -1.45838, -0.41193], [-3.56857, -0.06682, -1.18967], [-5.45020, -1.33911, -0.83825], [-5.04043, -3.01278, -0.70517], [-6.19021, -3.68760, -2.60796], [-6.09919, -2.12956, -3.50112], [-7.49616, -1.13407, -1.71320], [-8.33854, -1.76807, -4.06313], [-9.50662, -1.67878, -2.82012], [-10.04990, -3.67811, -3.74777], [-8.99415, -4.37295, -2.50124], [-9.46942, -5.84474, -4.62361], [-7.94260, -6.22425, -3.83441], [-7.91611, -5.69602, -5.53763], [-2.31614, 2.25000, -2.39147], [-2.77655, 2.08826, -3.78505], [-1.67343, 2.22556, -4.63210], [-2.06289, 1.93639, -6.10058], [-2.04635, 0.51617, -6.45169], [-3.01109, -0.27346, -5.66770], [-3.13994, -1.66997, -6.20715], [-3.77627, -1.64641, -7.46358], [-4.23449, -2.96857, -7.91766], [-3.20469, 2.53141, -1.82634], [-1.70450, 3.14685, -2.29320], [-1.76264, 1.35472, -2.10824], [-0.78384, 1.64248, -4.39384], [-1.35830, 3.26185, -4.51004], [-1.38432, 2.52654, -6.71650], [-3.07471, 2.33129, -6.19214], [-2.44937, 0.29059, -7.34991], [-4.02336, 0.12105, -5.75591], [-2.65746, -0.33837, -4.63871], [-3.64567, -2.32246, -5.49539], [-2.14165, -2.10744, -6.19595], [-3.36069, -3.61984, -7.93813], [-4.71411, -3.01895, -8.89517], [-4.89896, -3.39539, -7.16639], [-0.47011, 4.95286, 0.42670], [0.18111, 5.64078, 1.50811], [0.08073, 4.93210, 2.76871], [-1.37447, 4.91998, 3.21963], [-2.06016, 3.73182, 2.72267], [-3.49481, 3.71373, 3.11404], [-4.29709, 2.44710, 2.67968], [-3.83194, 1.21179, 3.27918], [-4.70707, 0.14362, 3.23768], [-0.11703, 3.92290, 0.47781], [-0.22424, 5.42636, -0.52380], [-1.55623, 4.90803, 0.50689], [0.77278, 5.30922, 3.52167], [0.41755, 3.89770, 2.70024], [-1.85123, 5.89884, 3.16831], [-1.33336, 4.70839, 4.28811], [-1.54763, 2.90722, 3.00096], [-3.95127, 4.63251, 2.74583], [-3.52414, 3.84710, 4.19546], [-4.32424, 2.26809, 1.60482], [-5.36826, 2.48653, 2.87750], [-4.12025, -0.76078, 3.39832], [-5.18882, -0.04528, 2.27834], [-5.57786, 0.35696, 3.85760], [1.12982, 1.74984, -1.78614], [1.86293, 2.88061, -2.14762], [1.16033, 3.85464, -2.94033], [2.13174, 5.02134, -3.24298], [3.30645, 4.77762, -4.10491], [4.14882, 6.01580, -4.20961], [5.48487, 5.72205, -4.95578], [6.29762, 6.92234, -4.90260], [7.52604, 6.84502, -5.60167], [0.38608, 1.40727, -2.50558], [0.57379, 2.02353, -0.88946], [1.74821, 0.87607, -1.58067], [0.18846, 4.16364, -2.55550], [0.91402, 3.17406, -3.75535], [2.47879, 5.38327, -2.27516], [1.60655, 5.92952, -3.53874], [3.93655, 4.11736, -3.67233], [4.22384, 6.51220, -3.24211], [3.46569, 6.62779, -4.79859], [5.27131, 5.56741, -6.01341], [5.91784, 4.81564, -4.53263], [8.10950, 6.06127, -5.11855], [8.05005, 7.80013, -5.63758], [7.32405, 6.51500, -6.62068], [-1.86435, -4.13331, -0.51432], [-2.11045, -4.06901, 0.88806], [-3.24635, -4.82155, 1.29484], [-3.74458, -4.37145, 2.69823], [-5.15955, -4.77621, 2.94348], [-6.12916, -4.05286, 2.13717], [-7.56252, -4.42884, 2.56865], [-7.83925, -4.20108, 3.90960], [-9.17051, -4.67061, 4.24392], [-1.13677, -3.35911, -0.75790], [-2.71376, -3.95981, -1.17501], [-1.45909, -5.12997, -0.68904], [-3.00440, -5.88431, 1.28446], [-4.01769, -4.65890, 0.54205], [-3.67557, -3.31388, 2.95293], [-3.08733, -4.83268, 3.43538], [-5.42741, -4.58740, 3.89883], [-6.00466, -4.22800, 1.06856], [-6.00235, -2.98405, 2.30940], [-7.62870, -5.47546, 2.27148], [-8.34572, -3.90140, 2.02412], [-9.95516, -3.94587, 4.02673], [-9.19823, -4.77060, 5.32897], [-9.51578, -5.58849, 3.76812]],
  "lowdin_charge": [-0.11, -0.16, -0.20, -0.38, -0.04, 0.05, 0.08, 0.06, 0.09, 0.10, 0.11, 0.13, 0.03, 0.08, 0.06, 0.01, 0.04, -0.07, -0.19, -0.19, -0.42, -0.08, 0.05, 0.08, 0.08, 0.07, 0.11, 0.13, 0.13, 0.05, 0.06, 0.07, 0.03, 0.02, -0.06, -0.23, -0.19, -0.42, -0.05, 0.05, 0.09, 0.08, 0.07, 0.12, 0.11, 0.11, 0.08, 0.07, 0.08, 0.09, 0.06, -0.13, -0.16, -0.15, -0.36, -0.03, 0.06, 0.06, 0.09, 0.09, 0.10, 0.11, 0.13, 0.07, 0.05, 0.07, 0.03, 0.05, -0.09, -0.25, -0.15, -0.34, -0.05, 0.04, 0.07, 0.08, 0.10, 0.12, 0.12, 0.13, 0.08, 0.07, 0.06, 0.08, 0.04, -0.05, -0.25, -0.14, -0.39, -0.05, 0.07, 0.09, 0.07, 0.08, 0.09, 0.11, 0.12, 0.06, 0.07, 0.07, 0.06, 0.05, -0.11, -0.20, -0.18, -0.40, -0.07, 0.02, 0.09, 0.09, 0.09, 0.13, 0.12, 0.11, 0.06, 0.09, 0.07, 0.04, 0.06, -0.11, -0.20, -0.17, -0.13, -0.07, -0.21, -0.22, -0.22, -0.11, 0.05, 0.08, 0.08, 0.10, 0.09, 0.11, 0.11, 0.09, 0.12, 0.11, 0.11, 0.12, 0.08, 0.08, 0.09, -0.06, -0.19, -0.26, -0.18, -0.04, -0.22, -0.26, -0.19, -0.06, 0.09, 0.07, 0.06, 0.10, 0.11, 0.12, 0.11, 0.10, 0.13, 0.10, 0.11, 0.12, 0.08, 0.08, 0.08, -0.10, -0.20, -0.20, -0.21, -0.07, -0.16, -0.15, -0.25, -0.12, 0.06, 0.08, 0.08, 0.12, 0.09, 0.13, 0.11, 0.04, 0.11, 0.11, 0.11, 0.11, 0.08, 0.08, 0.10, -0.10, -0.20, -0.16, -0.19, -0.06, -0.18, -0.19, -0.22, -0.11, 0.06, 0.07, 0.06, 0.09, 0.11, 0.09, 0.11, 0.03, 0.10, 0.11, 0.12, 0.09, 0.08, 0.09, 0.08, -0.09, -0.20, -0.20, -0.17, -0.06, -0.21, -0.26, -0.18, -0.09, 0.08, 0.08, 0.07, 0.13, 0.09, 0.09, 0.11, 0.10, 0.10, 0.11, 0.12, 0.12, 0.08, 0.09, 0.09],
  "total_energy_ha": -4236.6083,
  "smiles": "COC[C@H](C)N.COC[C@H](C)N.COC[C@H](C)N.COC[C@H](C)N.COC[C@H](C)N.COC[C@H](C)N.COC[C@H](C)N.COCCNCCOC.COCCNCCOC.COCCNCCOC.COCCNCCOC.COCCNCCOC",
  "homo_lumo_gap_ev": 8.33,
  "e_lumo_ev": 0.37,
  "homo_ev": -7.965,
  "relative_energy_ev": 4.943
}


2.
{
  "formula": "H22NO14",
  "method": "the ωB97M-V functional and the def2-TZVPD basis",
  "symbols": ["N", "O", "O", "O", "O", "H", "H", "O", "H", "H", "O", "H", "H", "O", "H", "H", "O", "H", "H", "O", "H", "H", "O", "H", "H", "O", "H", "H", "O", "H", "H", "O", "H", "H", "O", "H", "H"],
  "coordinates": [[-0.16489, -0.33889, -0.23538], [-1.32189, -0.16489, -0.63138], [0.32211, -1.26689, 0.48662], [0.68811, 0.54011, -0.72038], [3.60311, 0.19311, 0.80662], [2.65411, 0.35611, 1.11762], [3.72011, 1.02811, 0.60162], [2.91011, -0.80589, -1.92238], [3.28611, 0.04211, -1.98938], [2.21011, -0.63489, -1.24438], [-1.59289, -2.94589, 3.13862], [-1.09289, -2.30789, 3.49262], [-1.22889, -3.15689, 2.21962], [-1.20789, -0.82989, -3.44238], [-1.09289, -0.58789, -2.53738], [-1.12789, -0.15289, -4.07038], [-2.61389, 2.75111, -0.25938], [-2.48089, 2.33211, -1.09738], [-3.48289, 2.24011, -0.06538], [-2.60389, -0.68989, 1.29962], [-2.44089, -1.53489, 1.23562], [-1.97089, -0.51289, 0.57162], [2.08911, -2.16489, 2.26962], [1.70711, -2.96889, 2.75862], [1.44411, -1.98989, 1.59262], [0.83611, 1.79411, -3.44638], [0.76211, 2.79411, -3.36338], [1.10211, 1.36611, -2.58438], [-0.26689, 3.15711, -0.41938], [0.06011, 2.33011, -0.50338], [-1.07489, 3.31811, -0.14338], [-1.10389, -3.62089, 0.74162], [-0.78689, -2.73689, 0.51562], [-1.13189, -4.10389, -0.05838], [0.85811, 3.03511, 2.10862], [-0.01489, 3.42711, 2.55662], [0.55011, 2.81111, 1.22062]],
  "nbo_charge": [0.73, -0.46, -0.52, -0.60, -0.91, 0.47, 0.44, -0.95, 0.45, 0.49, -0.97, 0.45, 0.48, -0.97, 0.48, 0.48, -0.95, 0.48, 0.49, -0.96, 0.44, 0.44, -0.95, 0.46, 0.48, -0.98, 0.48, 0.50, -0.97, 0.48, 0.48, -0.97, 0.49, 0.49, -0.97, 0.46, 0.48],
  "charge": -1,
  "total_energy_ha": -1121.1723,
  "homo_lumo_gap_ev": 10.24,
  "e_lumo_ev": 2.65,
  "homo_ev": -7.587,
  "relative_energy_ev": 4.632
}